# C23H37O2V

A structure of composition C23H37O2V at a distorted geometry (the ωB97M-V functional and the def2-TZVPD basis, the Open Molecules 2025 dataset).

Computed properties:
- ΔE to the lowest compared entry with this formula, charge and spin: 0.0000 eV
- 2S+1: 4
- Gap between HOMO and LUMO (spin up / spin down): 3.327 / 5.177 eV
- Lowest unoccupied orbital energy (spin up / spin down): 2.129 / 2.129 eV
- E_HOMO (spin up / spin down): -1.20 / -3.05 eV
- Charge: -1

Positions of all 63 atoms, in Å:
1 O 4.60 3.61 -5.52
2 C 4.70 2.93 -6.79
3 C 5.94 3.73 -7.18
4 H 3.81 3.09 -7.41
5 H 4.85 1.86 -6.66
6 C 5.78 4.43 -5.82
7 H 5.81 4.38 -8.04
8 H 6.85 3.15 -7.30
9 C 5.42 5.89 -5.88
10 H 4.61 6.06 -6.58
11 H 6.28 6.49 -6.19
12 H 5.10 6.24 -4.90
13 C 6.88 4.14 -4.82
14 H 7.10 3.08 -4.79
15 H 6.58 4.46 -3.82
16 H 7.79 4.68 -5.09
17 V 0.00 0.00 0.00
18 C 0.74 -1.53 1.66
19 C -0.01 -2.24 0.71
20 C 0.71 -2.22 -0.51
21 H -0.97 -2.70 0.86
22 C 1.90 -1.49 -0.30
23 C 1.92 -1.04 1.03
24 H 2.68 -0.44 1.49
25 H 0.46 -1.37 2.68
26 H 0.38 -2.64 -1.44
27 H 2.64 -1.27 -1.05
28 C -1.31 0.95 1.75
29 C 0.04 1.31 1.96
30 C 0.45 2.14 0.90
31 H 0.66 1.01 2.79
32 C -0.67 2.31 0.04
33 C -1.75 1.59 0.58
34 H -2.71 1.47 0.11
35 H -1.90 0.30 2.37
36 H 1.42 2.59 0.78
37 H -0.68 2.84 -0.89
38 O 0.94 0.77 -1.89
39 C 2.17 1.53 -1.85
40 C 2.85 1.27 -3.18
41 H 2.75 1.21 -0.99
42 H 1.92 2.58 -1.73
43 C 1.67 1.04 -4.11
44 H 3.47 0.37 -3.13
45 H 3.49 2.10 -3.48
46 C 0.72 0.26 -3.24
47 H 1.93 0.50 -5.02
48 H 1.23 2.00 -4.40
49 H 0.94 -0.81 -3.24
50 H -0.34 0.39 -3.46
51 C -3.70 -0.65 -2.84
52 C -3.34 -0.80 -1.37
53 C -3.99 -2.10 -0.82
54 C -1.78 -0.82 -1.20
55 H -3.30 -1.50 -3.44
56 H -3.30 0.30 -3.24
57 H -4.81 -0.63 -2.96
58 H -3.81 0.04 -0.82
59 H -3.57 -2.99 -1.33
60 H -3.80 -2.21 0.27
61 H -5.09 -2.08 -0.96
62 H -1.90 -1.16 -0.18
63 H -1.42 -1.63 -1.86